DFT (ωB97M-V/def2-TZVPD) results for a structure of composition C26H37ClN3OSiTi at a distorted geometry.

CARTESIAN COORDINATES (ANGSTROEM)
Ti: -0.244 0.451 0.066
C: 1.446 -2.994 0.749
C: 2.391 -2.375 -0.137
C: 2.604 -1.036 -0.062
C: 1.833 -0.177 0.789
C: 0.856 -0.797 1.652
C: 0.759 -2.231 1.634
H: 1.324 -4.071 0.733
H: 2.965 -2.989 -0.820
H: 3.374 -0.581 -0.677
H: 2.268 0.784 1.045
H: 0.505 -0.269 2.531
H: 0.104 -2.702 2.358
C: 1.771 -0.859 -3.323
N: 0.476 -0.832 -2.673
C: -0.419 0.064 -3.407
C: -0.150 -2.111 -2.524
C: 0.136 -3.164 -3.377
C: -0.574 -4.359 -3.322
C: -1.627 -4.460 -2.433
C: -1.917 -3.422 -1.560
C: -1.148 -2.248 -1.522
N: -1.338 -1.196 -0.658
C: -2.235 -1.304 0.413
C: -2.404 -2.419 1.245
C: -3.241 -2.381 2.345
C: -3.936 -1.223 2.659
C: -3.782 -0.101 1.859
C: -2.942 -0.130 0.751
N: -2.726 1.019 -0.092
C: -3.389 0.861 -1.390
C: -3.134 2.289 0.494
H: 2.407 -1.608 -2.861
H: 2.245 0.117 -3.208
H: 1.699 -1.068 -4.404
H: -0.584 -0.307 -4.433
H: 0.003 1.065 -3.453
H: -1.377 0.124 -2.897
H: 0.922 -3.044 -4.110
H: -0.328 -5.174 -3.991
H: -2.235 -5.356 -2.402
H: -2.750 -3.536 -0.884
H: -1.822 -3.307 1.047
H: -3.326 -3.257 2.976
H: -4.588 -1.185 3.522
H: -4.306 0.811 2.106
H: -4.479 0.957 -1.277
H: -3.155 -0.117 -1.805
H: -3.023 1.640 -2.063
H: -4.230 2.378 0.546
H: -2.741 3.087 -0.135
H: -2.702 2.386 1.483
Cl: -0.389 3.171 -1.682
C: 0.879 1.881 -1.080
H: 1.540 2.505 -0.477
H: 1.415 1.630 -1.996
C: 0.425 2.253 4.197
Si: 0.091 2.935 2.471
C: 1.667 3.764 1.866
C: -1.209 4.294 2.627
O: -0.419 1.753 1.503
H: 0.482 3.056 4.935
H: 1.366 1.702 4.228
H: -0.369 1.570 4.500
H: 2.009 4.479 2.618
H: 1.500 4.303 0.934
H: 2.470 3.044 1.703
H: -0.816 5.123 3.221
H: -2.117 3.940 3.115
H: -1.477 4.680 1.644

The HOMO-LUMO gap (spin up / spin down) comes out at 5.45 / 5.50 eV. The value obtained for the HOMO energy (spin up / spin down) is -2.5 / -2.6 eV. Its net charge is -1. The calculation puts the relative energy (zero: lowest compared OMol25 entry of this formula, charge and spin) at 0.0 kcal/mol.


DFT (ωB97M-V/def2-TZVPD) results for a structure of composition C26H37N2OSSiY.

CARTESIAN COORDINATES (ANGSTROEM)
Y: -1.347 -0.450 -0.490
C: -0.885 -0.623 1.729
Si: 0.817 0.136 1.783
C: 1.719 -0.744 0.349
N: 0.986 -0.633 -0.969
C: 1.359 0.609 -1.717
C: 2.783 0.594 -2.258
C: 3.029 -0.643 -3.117
C: 2.664 -1.907 -2.346
C: 1.231 -1.821 -1.841
C: 1.766 -0.090 3.341
C: 2.375 -1.312 3.648
C: 3.022 -1.500 4.859
C: 3.066 -0.467 5.786
C: 2.469 0.752 5.501
C: 1.825 0.939 4.286
C: 0.591 1.925 1.289
C: 1.691 2.776 1.096
C: 1.519 4.087 0.691
C: 0.237 4.588 0.467
C: -0.865 3.778 0.667
C: -0.682 2.459 1.082
H: -1.558 -0.091 2.412
H: -0.805 -1.648 2.111
H: 1.765 -1.806 0.608
H: 2.754 -0.413 0.255
H: 1.200 1.462 -1.060
H: 0.663 0.691 -2.568
H: 3.496 0.631 -1.432
H: 2.934 1.508 -2.835
H: 4.068 -0.681 -3.442
H: 2.418 -0.582 -4.024
H: 3.340 -2.047 -1.499
H: 2.760 -2.794 -2.973
H: 0.952 -2.714 -1.277
H: 0.553 -1.739 -2.702
H: 2.354 -2.137 2.942
H: 3.492 -2.449 5.082
H: 3.570 -0.613 6.733
H: 2.507 1.557 6.222
H: 1.368 1.900 4.077
H: 2.697 2.407 1.269
H: 2.379 4.730 0.557
H: 0.108 5.620 0.166
H: -1.865 4.176 0.539
H: -1.563 1.865 1.316
C: -2.393 -3.845 0.483
C: -3.397 -3.029 -0.289
O: -2.691 -2.146 -1.234
C: -3.361 -1.998 -2.522
C: -2.391 -1.429 -3.526
H: -2.870 -4.290 1.355
H: -1.575 -3.228 0.859
H: -1.973 -4.643 -0.127
H: -4.024 -2.411 0.356
H: -4.052 -3.661 -0.886
H: -4.241 -1.365 -2.392
H: -3.692 -2.989 -2.827
H: -1.995 -0.451 -3.226
H: -2.900 -1.254 -4.474
H: -1.561 -2.111 -3.710
S: -3.131 3.665 -2.496
C: -4.120 3.082 -1.237
C: -3.633 1.904 -0.777
N: -2.495 1.463 -1.423
C: -2.133 2.320 -2.356
H: -4.992 3.620 -0.903
H: -4.073 1.323 0.022
H: -1.264 2.188 -2.985

The HOMO-LUMO gap comes out at 7.76 eV. The value obtained for the HOMO energy is -13.5 eV. Its net charge is +2. The calculation puts the relative energy (zero: lowest compared OMol25 entry of this formula, charge and spin) at 0.9 kcal/mol.


DFT (ωB97M-V/def2-TZVPD) results for a structure of composition C26H37NO7P2PdSSi.

CARTESIAN COORDINATES (ANGSTROEM)
Pd: -0.048 -0.666 -0.913
N: -2.517 1.684 -4.416
C: -1.940 1.531 -3.019
C: -2.388 2.719 -2.186
P: -2.737 -0.056 -2.490
O: -2.235 -1.012 -3.688
O: -4.192 0.155 -2.613
O: -2.096 -0.464 -1.181
P: -0.091 1.402 -3.119
O: 0.128 2.113 -4.578
O: 0.234 -0.068 -3.254
O: 0.559 2.216 -2.066
H: -3.536 1.755 -4.320
H: -2.323 0.832 -4.951
H: -2.112 2.487 -4.897
H: -3.478 2.762 -2.137
H: -1.990 3.656 -2.584
H: -2.001 2.608 -1.175
H: -1.253 -1.059 -3.660
H: 0.791 2.808 -4.492
C: 3.848 -0.182 -3.635
C: 4.263 -0.143 -2.168
C: 3.098 0.214 -1.248
S: 2.115 -1.236 -0.799
O: 2.288 -2.290 -1.820
C: 3.056 -1.775 0.648
C: 2.807 -3.242 0.966
C: 1.375 -3.543 1.385
H: 4.696 -0.440 -4.271
H: 3.472 0.794 -3.951
H: 3.057 -0.913 -3.792
H: 5.046 0.604 -2.019
H: 4.693 -1.106 -1.879
H: 2.405 0.913 -1.717
H: 3.419 0.640 -0.297
H: 2.797 -1.113 1.473
H: 4.099 -1.608 0.373
H: 3.501 -3.512 1.765
H: 3.076 -3.838 0.092
H: 1.068 -2.934 2.237
H: 1.265 -4.591 1.663
H: 0.678 -3.346 0.569
C: -3.011 -3.553 3.358
C: -2.645 -3.694 2.027
C: -1.915 -2.696 1.398
C: -1.539 -1.540 2.083
C: -1.934 -1.407 3.417
C: -2.658 -2.404 4.054
Si: -0.611 -0.146 1.243
C: -1.777 1.334 1.215
C: -3.150 1.112 1.050
C: -4.052 2.164 1.051
C: -3.603 3.466 1.226
C: -2.248 3.708 1.398
C: -1.347 2.651 1.393
C: 0.928 0.359 2.199
C: 1.322 -0.240 3.397
C: 2.504 0.129 4.029
C: 3.310 1.113 3.476
C: 2.927 1.733 2.293
C: 1.750 1.356 1.662
H: -3.578 -4.332 3.851
H: -2.932 -4.581 1.476
H: -1.646 -2.807 0.354
H: -1.688 -0.503 3.967
H: -2.953 -2.282 5.088
H: -3.516 0.103 0.906
H: -5.108 1.965 0.914
H: -4.307 4.289 1.231
H: -1.889 4.720 1.538
H: -0.297 2.868 1.536
H: 0.710 -1.018 3.838
H: 2.795 -0.355 4.953
H: 4.232 1.399 3.966
H: 3.550 2.506 1.859
H: 1.478 1.826 0.721

The HOMO-LUMO gap comes out at 8.55 eV. The value obtained for the HOMO energy is -8.4 eV. Its net charge is 0. The calculation puts the relative energy (zero: lowest compared OMol25 entry of this formula, charge and spin) at 0.0 kcal/mol.


DFT (ωB97M-V/def2-TZVPD) results for a structure of composition C26H38B2HgN2O18 at a distorted geometry.

CARTESIAN COORDINATES (ANGSTROEM)
Hg: -5.097 4.906 6.074
O: -7.407 8.586 5.942
C: -7.409 9.663 6.505
O: -8.057 10.727 6.245
B: -7.612 11.778 7.166
O: -6.365 11.313 7.806
C: -6.215 10.030 7.431
O: -5.265 9.223 7.563
O: -8.714 12.121 8.111
C: -8.895 13.423 8.236
O: -9.703 14.072 9.007
C: -7.941 13.969 7.104
O: -7.290 13.014 6.465
O: -7.958 15.153 6.825
O: -8.046 1.647 -4.474
C: -7.842 1.484 -3.289
O: -7.771 2.463 -2.479
B: -7.737 1.851 -1.049
O: -7.666 0.404 -1.259
C: -7.732 0.111 -2.579
O: -7.747 -1.021 -3.086
O: -6.637 2.285 -0.185
C: -7.091 2.443 1.064
O: -6.483 2.677 2.164
C: -8.618 2.574 0.906
O: -8.913 2.169 -0.268
O: -9.351 3.068 1.764
C: -7.588 1.678 8.320
C: -7.341 1.910 9.761
C: -6.610 0.600 10.375
C: -5.997 0.785 11.766
C: -5.141 2.047 11.838
C: -5.830 3.278 11.304
N: -6.521 3.064 9.990
O: -7.140 4.243 9.326
C: -6.755 3.850 12.374
C: -4.800 4.407 11.147
C: -8.673 2.106 10.572
H: -6.649 1.669 7.766
H: -8.189 2.494 7.918
H: -8.219 0.818 8.095
H: -7.276 -0.262 10.331
H: -5.819 0.308 9.684
H: -5.546 -0.177 12.010
H: -6.877 0.845 12.405
H: -4.263 2.028 11.193
H: -4.817 2.254 12.858
H: -7.568 3.248 12.782
H: -6.207 3.857 13.317
H: -7.215 4.817 12.170
H: -5.261 5.310 10.748
H: -4.303 4.675 12.080
H: -3.991 4.140 10.467
H: -9.552 1.761 10.028
H: -8.918 3.127 10.867
H: -8.649 1.544 11.505
H: -7.780 4.600 9.945
C: -1.728 1.531 5.393
C: -0.950 2.405 4.447
C: -1.306 1.825 3.046
C: -0.732 2.686 1.854
C: -1.370 4.057 2.003
C: -1.153 4.740 3.377
N: -1.483 3.803 4.503
O: -1.486 4.377 5.780
C: 0.289 5.330 3.527
C: -2.131 5.959 3.303
C: 0.528 2.260 4.610
H: -1.469 0.481 5.260
H: -2.801 1.627 5.227
H: -1.619 1.736 6.458
H: -0.823 0.858 2.902
H: -2.389 1.755 2.946
H: -1.098 2.152 0.977
H: 0.349 2.679 1.707
H: -2.411 3.869 1.740
H: -0.902 4.600 1.181
H: 1.118 4.645 3.348
H: 0.317 6.063 2.721
H: 0.445 5.969 4.396
H: -2.199 6.484 4.256
H: -1.848 6.649 2.509
H: -3.159 5.655 3.106
H: 0.910 3.255 4.839
H: 1.036 1.692 3.831
H: 0.704 1.694 5.525
H: -0.566 4.527 6.008

The HOMO-LUMO gap comes out at 1.40 eV. The value obtained for the HOMO energy is -9.3 eV. Its net charge is 0.


DFT (ωB97M-V/def2-TZVPD) results for a structure of composition C26H38BrFeNOP2 at a distorted geometry.

CARTESIAN COORDINATES (ANGSTROEM)
C: -0.531 7.083 -2.811
C: -0.667 5.720 -3.130
C: -1.021 5.394 -4.449
C: -1.201 6.423 -5.384
N: -1.057 7.706 -5.059
C: -0.730 8.042 -3.815
C: -0.460 4.676 -2.143
C: -0.344 3.845 -1.256
C: -0.489 2.948 -0.163
C: 0.372 2.998 0.944
C: 0.101 2.191 2.081
C: -1.074 1.421 2.038
C: -1.929 1.322 0.945
C: -1.574 2.059 -0.201
Fe: -0.153 -0.246 1.600
P: 1.954 -1.054 2.002
H: -1.140 4.355 -4.747
H: -0.261 7.392 -1.805
H: -1.461 6.186 -6.416
H: -0.614 9.103 -3.592
H: -2.183 1.992 -1.111
H: 1.245 3.668 0.930
H: -2.848 0.744 0.962
H: 0.766 2.244 2.948
C: 2.319 -2.635 2.863
C: 3.340 -3.555 2.173
H: 1.353 -3.160 2.978
H: 2.651 -2.371 3.886
H: 3.500 -4.446 2.794
H: 2.970 -3.901 1.201
H: 4.315 -3.069 2.029
C: 1.952 -1.305 0.190
C: 2.970 -0.412 -0.516
H: 0.933 -1.104 -0.233
H: 2.141 -2.378 0.038
H: 2.823 -0.474 -1.602
H: 2.832 0.640 -0.223
H: 4.008 -0.702 -0.299
C: 3.267 0.119 2.533
C: 4.706 -0.424 2.530
H: 3.003 0.456 3.551
H: 3.169 1.002 1.879
H: 5.403 0.397 2.753
H: 4.842 -1.187 3.310
H: 5.002 -0.848 1.558
Br: -2.046 -0.743 3.208
P: -2.396 -3.140 -0.639
C: -0.574 -3.389 -0.660
C: -0.206 -4.852 -0.951
H: -0.173 -3.048 0.311
H: -0.163 -2.725 -1.440
H: 0.854 -4.945 -1.215
H: -0.388 -5.485 -0.074
H: -0.796 -5.234 -1.792
C: -2.959 -3.074 1.099
C: -4.399 -3.571 1.286
H: -2.842 -2.027 1.453
H: -2.257 -3.679 1.700
H: -4.632 -3.665 2.351
H: -5.121 -2.877 0.846
H: -4.521 -4.556 0.826
C: -2.724 -1.488 -1.395
C: -2.978 -1.606 -2.909
H: -1.883 -0.819 -1.156
H: -3.620 -1.097 -0.890
H: -3.378 -0.670 -3.318
H: -2.057 -1.841 -3.455
H: -3.715 -2.395 -3.109
O: 0.435 0.166 4.652
C: 0.344 -0.099 3.507

The HOMO-LUMO gap (spin up / spin down) comes out at 5.80 / 4.09 eV. The value obtained for the HOMO energy (spin up / spin down) is -13.2 / -13.2 eV. Its net charge is +2. The calculation puts the relative energy (zero: lowest compared OMol25 entry of this formula, charge and spin) at 42.5 kcal/mol. The spin multiplicity is 5.


DFT (ωB97M-V/def2-TZVPD) results for a cluster of 3 separate species, C26H38F17N2O2S in total at a distorted geometry.

CARTESIAN COORDINATES (ANGSTROEM)
F: 4.482 -0.545 0.944
C: 4.759 0.570 0.300
F: 4.286 0.445 -0.904
F: 6.040 0.700 0.302
C: 4.035 1.702 1.065
F: 2.728 1.431 1.042
F: 4.413 1.625 2.320
C: 4.370 3.138 0.543
F: 5.221 3.668 1.399
F: 4.975 3.119 -0.615
C: 3.148 4.102 0.514
F: 3.650 5.322 0.464
F: 2.441 4.033 1.627
C: 2.295 3.926 -0.790
F: 2.836 4.710 -1.695
F: 2.363 2.708 -1.282
C: 0.808 4.398 -0.677
F: 0.703 5.477 0.054
F: 0.429 4.734 -1.905
C: -0.175 3.294 -0.246
F: -0.312 2.388 -1.187
F: 0.223 2.648 0.829
C: -1.616 3.835 0.090
F: -1.989 4.791 -0.711
F: -1.713 4.240 1.302
S: -2.833 2.411 -0.202
H: -3.460 2.123 0.974
H: -3.747 2.843 -1.111
C: 3.837 -1.014 -3.857
C: 2.395 -1.589 -3.848
C: 2.387 -3.091 -3.525
C: 2.759 -4.001 -4.692
C: 1.919 -3.657 -5.920
C: 2.029 -2.180 -6.303
N: 1.726 -1.281 -5.145
O: 0.446 -1.270 -4.957
C: 3.444 -1.929 -6.865
C: 1.099 -1.884 -7.479
C: 1.726 -0.888 -2.664
H: 4.235 -0.818 -4.847
H: 3.874 -0.044 -3.359
H: 4.539 -1.675 -3.346
H: 1.385 -3.377 -3.188
H: 3.052 -3.287 -2.681
H: 3.827 -3.923 -4.911
H: 2.582 -5.041 -4.411
H: 2.230 -4.278 -6.762
H: 0.874 -3.915 -5.720
H: 3.601 -0.871 -7.079
H: 3.576 -2.476 -7.799
H: 4.242 -2.272 -6.209
H: 0.063 -2.143 -7.267
H: 1.402 -2.468 -8.348
H: 1.142 -0.829 -7.755
H: 1.620 0.184 -2.846
H: 2.333 -1.014 -1.767
H: 0.739 -1.293 -2.440
C: -4.180 1.249 5.854
C: -4.769 0.338 4.743
C: -5.789 -0.660 5.314
C: -5.181 -1.873 6.010
C: -4.149 -2.541 5.107
C: -3.068 -1.564 4.639
N: -3.659 -0.341 4.007
O: -4.076 -0.654 2.821
C: -2.179 -1.208 5.848
C: -2.122 -2.274 3.670
C: -5.555 1.302 3.850
H: -3.166 0.995 6.142
H: -4.112 2.285 5.516
H: -4.794 1.236 6.754
H: -6.421 -1.029 4.499
H: -6.461 -0.141 6.000
H: -4.738 -1.581 6.966
H: -5.971 -2.587 6.248
H: -3.683 -3.374 5.636
H: -4.660 -2.975 4.242
H: -1.439 -0.451 5.584
H: -1.637 -2.092 6.184
H: -2.737 -0.860 6.714
H: -2.642 -2.700 2.814
H: -1.618 -3.095 4.177
H: -1.354 -1.590 3.302
H: -4.887 2.004 3.340
H: -6.245 1.883 4.462
H: -6.149 0.786 3.096

The HOMO-LUMO gap (spin up / spin down) comes out at 5.79 / 6.64 eV. The value obtained for the HOMO energy (spin up / spin down) is -10.2 / -11.0 eV. Its net charge is +1. The spin multiplicity is 3.